[1]
Formula: C47H120N8O15
Source: the Open Molecules 2025 dataset
Level of theory: wB97M-V/def2-TZVPD

Properties
Total charge = 0
Multiplicity = 1
Highest occupied orbital energy = -8.4 eV
ΔE to the lowest compared entry with this formula, charge and spin = 0.0000 eV
SMILES = COC[C@H](C)N.COC[C@H](C)N.COCCNCCOC.COCCNCCOC.COCCNCCOC.COCCNCCOC.COCCNCCOC.COCCNCCOC.CC(C)O

```
190
Properties=species:S:1:pos:R:3:mulliken_charge:R:1
C -1.4236 -2.0800 -2.1329 -0.24
O -2.2913 -2.5676 -3.1224 -0.39
C -1.9936 -3.8932 -3.5406 -0.59
C -3.2931 -4.6028 -3.8912 0.38
C -4.0786 -5.0408 -2.6857 -1.34
N -2.9718 -5.7521 -4.7434 -0.69
H -1.8164 -1.1741 -1.6785 0.31
H -0.4481 -1.7573 -2.5376 0.18
H -1.0614 -2.8472 -1.4395 0.13
H -1.2816 -3.9240 -4.3684 0.33
H -1.4740 -4.4120 -2.7231 0.21
H -3.9243 -3.9365 -4.4869 0.36
H -5.0042 -5.5961 -2.8357 0.38
H -4.2283 -4.3000 -1.8961 0.27
H -3.4350 -5.7869 -2.1910 0.22
H -2.6612 -6.5330 -4.1806 0.25
H -3.7492 -6.0151 -5.3289 0.26
C 0.4379 1.6511 -1.1096 -1.20
O -0.0285 0.5230 -0.3956 0.15
C 0.7072 0.2722 0.7969 -0.05
C -0.0301 -0.5473 1.8693 0.44
C -0.1849 -2.0028 1.3594 -0.97
N -1.3354 0.1018 1.9744 -0.62
H 0.2417 2.6140 -0.6326 0.40
H 0.0939 1.6079 -2.1391 0.30
H 1.5332 1.6156 -1.1804 0.37
H 1.6893 -0.1354 0.5361 0.32
H 0.8214 1.2767 1.2168 -0.32
H 0.5137 -0.4516 2.8110 0.43
H 0.6823 -2.3878 0.8254 -0.05
H -1.0253 -2.0125 0.6659 0.15
H -0.4410 -2.6350 2.2125 0.46
H -2.1355 -0.4398 2.2699 0.26
H -1.5146 0.4694 1.0468 0.20
C -6.0605 -12.4799 2.9204 -0.67
O -4.7341 -12.7796 3.3135 -0.39
C -3.7875 -11.9073 2.6593 -0.55
C -3.5909 -10.5879 3.3719 -0.45
N -3.1277 -9.5638 2.4172 -0.43
C -3.3423 -8.2354 3.0333 -0.61
C -2.7480 -7.1159 2.2186 -0.45
O -3.7026 -6.0643 2.1658 -0.39
C -3.2324 -4.9119 1.4939 -0.24
H -6.2803 -11.4127 2.9728 0.30
H -6.7119 -13.0955 3.5390 0.25
H -6.2111 -12.8605 1.9021 0.27
H -4.2112 -11.7978 1.6588 0.35
H -2.8396 -12.4348 2.5543 0.34
H -2.8276 -10.6664 4.1532 0.29
H -4.5344 -10.3536 3.8666 0.42
H -2.1282 -9.6462 2.2539 0.24
H -3.0147 -8.1580 4.0756 0.29
H -4.4298 -8.1739 2.9482 0.35
H -2.4527 -7.3387 1.1866 0.40
H -1.8166 -6.7820 2.6994 0.23
H -2.5523 -4.2958 2.0895 -0.24
H -4.0861 -4.3849 1.0805 0.48
H -2.5682 -5.2379 0.6826 0.25
C 0.5517 8.5237 9.5354 -0.75
O 0.2517 7.7480 8.4049 -0.30
C 0.7481 8.2749 7.1764 -0.71
C 0.2382 7.4344 6.0092 -0.51
N 1.0655 6.2481 5.8183 -0.37
C 0.2847 5.3784 4.8861 -0.84
C 0.9905 4.1273 4.4103 -0.30
O 1.8760 4.4013 3.3400 -0.40
C 2.3190 3.2198 2.6701 -0.69
H -0.0652 9.4172 9.6823 0.29
H 1.6053 8.8062 9.5977 0.31
H 0.3107 7.8961 10.3945 0.26
H 1.8300 8.4514 7.1507 0.38
H 0.3365 9.2963 7.1939 0.43
H 0.2922 8.1089 5.1503 0.37
H -0.8284 7.2573 6.1961 0.31
H 1.1205 5.8255 6.7413 0.27
H 0.1556 5.9228 3.9460 0.31
H -0.7058 5.2264 5.3188 0.45
H 0.2280 3.4592 3.9858 0.30
H 1.5625 3.6299 5.2018 0.31
H 3.0629 3.5636 1.9587 0.28
H 1.4100 2.8633 2.1821 0.12
H 2.6935 2.4732 3.3733 0.30
C -3.5620 2.6549 -1.9013 -0.79
O -3.9400 4.0031 -2.0225 -0.03
C -5.3167 4.2667 -1.7403 -0.55
C -5.5142 5.7665 -1.9936 -0.86
N -4.9469 6.7057 -1.0275 -0.30
C -3.5374 7.0323 -1.3056 -0.73
C -3.3930 8.0131 -2.4822 0.02
O -3.9467 9.2146 -1.9879 -0.36
C -3.5280 10.2972 -2.8270 -0.77
H -2.5587 2.5252 -2.3098 0.05
H -4.2066 2.0013 -2.4989 0.35
H -3.5154 2.3839 -0.8415 0.35
H -5.5361 3.9960 -0.7012 0.39
H -5.8536 3.6507 -2.4691 0.42
H -6.5904 5.9692 -2.0378 0.38
H -5.1754 5.9504 -3.0144 0.19
H -4.9297 6.1593 -0.1690 0.27
H -3.0059 6.0882 -1.4508 0.33
H -3.1535 7.6226 -0.4716 0.43
H -3.8855 7.5548 -3.3470 0.32
H -2.3173 7.9732 -2.6859 0.01
H -3.9170 11.1906 -2.3432 0.29
H -3.9474 10.2151 -3.8343 0.29
H -2.4442 10.3468 -2.9548 0.29
C 2.4997 -3.5890 -1.4344 -0.70
O 2.3731 -3.9760 -0.0795 -0.45
C 3.3477 -3.4853 0.8354 -0.27
C 3.0833 -3.8082 2.2889 -0.92
N 2.9809 -5.1923 2.6773 -0.20
C 4.1267 -6.0376 2.3292 -0.65
C 5.4841 -5.5922 2.8341 -0.41
O 6.3356 -6.6861 2.5463 -0.32
C 7.6946 -6.3631 2.7977 -0.74
H 3.5263 -3.6573 -1.8075 0.37
H 2.0634 -2.5938 -1.5417 0.22
H 1.9220 -4.3448 -1.9646 0.25
H 3.5272 -2.4106 0.6696 0.24
H 4.2914 -3.8536 0.4011 0.62
H 2.2171 -3.2560 2.6541 0.26
H 3.9679 -3.4333 2.8154 0.31
H 2.1082 -5.6799 2.5948 0.23
H 4.1664 -6.3132 1.2692 0.22
H 3.8626 -6.9810 2.8149 0.40
H 5.3989 -5.2954 3.8894 0.33
H 5.8786 -4.6623 2.4061 0.31
H 8.1224 -5.5432 2.2092 0.29
H 8.2800 -7.2486 2.5661 0.26
H 7.7876 -6.0353 3.8368 0.31
C 3.5572 3.6453 -3.9257 -0.80
O 2.3337 3.8719 -3.2909 0.04
C 2.2708 4.9560 -2.3897 -0.65
C 1.6040 6.1275 -3.0727 -0.62
N 0.2747 5.7033 -3.5430 0.15
C -0.3461 6.5396 -4.5641 -0.78
C -1.4461 5.6328 -5.2204 -0.04
O -0.9802 4.3217 -5.4215 -0.31
C -0.0566 4.1420 -6.5072 -0.63
H 4.4801 3.4702 -3.3529 0.35
H 3.7728 4.4555 -4.6324 0.33
H 3.4731 2.6550 -4.3826 -0.09
H 3.1494 5.2017 -1.7861 0.50
H 1.5909 4.6218 -1.5923 0.08
H 2.2294 6.4681 -3.9149 0.32
H 1.4440 7.0350 -2.4836 0.35
H 0.3587 4.7133 -3.7141 0.15
H 0.3563 6.7587 -5.3738 0.34
H -0.8453 7.3900 -4.1120 0.30
H -1.8263 5.9996 -6.1784 0.46
H -2.2307 5.5867 -4.4642 -0.23
H 0.0653 3.0665 -6.5849 0.18
H 0.8485 4.6948 -6.2543 0.26
H -0.5730 4.5210 -7.3938 0.30
C 7.5796 2.8454 -4.6773 -0.88
O 6.3291 2.2476 -4.7417 -0.21
C 6.2545 0.9153 -5.2305 -0.44
C 6.6738 -0.0878 -4.1503 -0.88
N 5.7868 0.0264 -3.0006 -0.35
C 4.3391 -0.0850 -3.1461 1.10
C 3.8431 -1.1708 -4.1035 -0.83
O 2.4185 -1.1561 -4.1391 -0.36
C 1.8615 0.0955 -4.5492 -0.31
H 8.3944 2.1147 -4.5534 0.33
H 7.7588 3.4652 -3.7952 0.31
H 7.8260 3.4063 -5.5850 0.30
H 6.9668 0.8275 -6.0617 0.45
H 5.2528 0.7549 -5.6173 0.22
H 7.7419 0.0433 -3.9677 0.45
H 6.6963 -1.1031 -4.5590 0.31
H 6.0010 0.8989 -2.5403 0.34
H 4.0444 0.8787 -3.5863 -0.86
H 3.8392 -0.0837 -2.1759 0.13
H 4.3066 -2.1166 -3.8272 0.31
H 4.1615 -0.8943 -5.1155 0.44
H 2.0461 0.9314 -3.8780 -0.18
H 0.8035 -0.1256 -4.6653 0.31
H 2.2674 0.3232 -5.5417 0.37
C -4.0640 -3.0914 5.1122 -1.53
C -3.3916 -1.8352 4.5671 0.72
C -2.1166 -1.4652 5.2791 -1.38
O -3.1886 -1.9529 3.1468 -0.46
H -5.0431 -3.2489 4.6581 0.37
H -4.2696 -3.0268 6.1830 0.42
H -3.4446 -3.9844 4.9902 0.39
H -4.0632 -0.9772 4.6838 0.18
H -2.3674 -1.3071 6.3355 0.46
H -1.6712 -0.5364 4.9303 0.31
H -1.4227 -2.3079 5.3512 0.30
H -3.2108 -2.9080 3.0097 0.11
```



[2]
Formula: C47H124AgN9O15
Source: the Open Molecules 2025 dataset
Level of theory: wB97M-V/def2-TZVPD

Properties
Total charge = +1
Multiplicity = 2
Highest occupied orbital energy (alpha / beta) = -10.8 / -10.8 eV
⟨S²⟩ = 0.756

```
196
Properties=species:S:1:pos:R:3:mulliken_charge:R:1
Ag 0.5154 -1.1506 -4.7612 0.50
C -0.0526 1.7890 -0.8736 -0.18
C 0.9881 0.7095 -0.6118 3.12
C 1.3478 0.9584 0.9186 -2.29
C 0.3245 0.3761 1.9520 -0.33
C 0.0658 -1.0883 1.5256 -1.07
C -0.4883 -1.3038 0.0396 1.62
N 0.5619 -0.6724 -0.9050 1.59
O 0.4245 -1.0166 -2.3084 0.19
C -1.9269 -0.8366 -0.0265 -0.15
C -0.6005 -2.8823 -0.0400 -1.89
C 2.3592 1.1332 -1.3433 -1.75
H -1.0744 1.6703 -0.5131 -0.12
H -0.1816 1.7559 -1.9554 -1.18
H 0.0947 2.7899 -0.4680 0.47
H 1.3191 2.0107 1.2015 0.34
H 2.2914 0.5172 1.2395 0.33
H -0.5716 0.9895 2.0464 -0.73
H 0.7865 0.3766 2.9393 0.93
H -0.7381 -1.3516 2.2131 0.10
H 0.9759 -1.6372 1.7672 0.39
H -2.2187 -0.0749 0.6965 -0.72
H -2.6122 -1.6835 0.0085 -0.66
H -2.0854 -0.3194 -0.9727 0.58
H -1.0079 -3.1844 -1.0048 0.40
H -1.1826 -3.2579 0.8016 0.19
H 0.3859 -3.3238 0.1018 0.19
H 2.0633 1.4685 -2.3374 -0.08
H 3.0854 0.3270 -1.2391 0.32
H 2.8197 2.0219 -0.9118 0.44
C 5.7365 7.2468 -0.8000 -1.12
C 6.0147 6.4086 -2.1580 0.15
C 4.9646 5.2451 -2.4981 -0.61
O 3.7075 5.7809 -2.5503 -0.34
C 2.6405 5.0317 -3.0684 -0.37
N 6.1768 7.3162 -3.2827 -0.67
H 4.8934 7.9280 -0.9150 0.27
H 6.5204 7.8287 -0.3154 0.37
H 5.5130 6.5481 0.0062 0.23
H 6.9901 5.9254 -2.1004 0.35
H 4.9329 4.4057 -1.8034 0.28
H 5.2497 4.8044 -3.4534 0.38
H 1.6722 5.5186 -2.9530 0.35
H 2.6467 4.0207 -2.6613 -0.06
H 2.8759 5.1018 -4.1304 0.31
H 6.3109 6.7998 -4.1403 0.24
H 5.3733 7.9009 -3.4632 0.27
C 4.7666 0.3723 3.7473 -1.31
C 4.5639 1.7866 4.2465 0.43
C 3.6927 2.5232 3.3090 -0.02
O 3.5985 3.9180 3.6731 -0.42
C 2.9622 4.7961 2.7213 -0.47
N 3.8940 1.6696 5.5484 -0.76
H 5.3721 -0.2217 4.4319 0.40
H 5.2631 0.4082 2.7776 0.41
H 3.8156 -0.1398 3.6012 0.08
H 5.5018 2.3250 4.3825 0.38
H 2.7509 1.9745 3.2976 -0.10
H 4.1562 2.3968 2.3306 0.28
H 2.9388 5.8253 3.0794 0.31
H 1.9942 4.3266 2.5467 0.13
H 3.3302 4.8575 1.6971 0.18
H 3.2324 2.4275 5.6378 0.34
H 3.2509 0.8931 5.4881 0.18
C -4.1737 -7.3148 3.9014 -1.59
C -3.6779 -6.8762 2.5889 0.76
C -3.0324 -5.4669 2.4833 -0.26
O -4.0173 -4.6125 2.7662 -0.49
C -3.6925 -3.3438 2.4314 0.06
N -2.6419 -7.8912 2.1617 -0.75
H -4.4001 -8.3805 3.8673 0.43
H -5.0927 -6.8309 4.2322 0.32
H -3.4210 -7.4366 4.6804 0.38
H -4.5056 -6.8648 1.8798 0.15
H -2.7680 -5.2007 1.4599 0.20
H -2.2438 -5.3605 3.2282 0.05
H -2.8357 -3.0979 3.0587 0.22
H -4.5494 -2.7947 2.8217 0.25
H -3.5625 -3.1314 1.3703 -0.16
H -3.1012 -8.7902 2.1286 0.32
H -2.5901 -7.6573 1.1806 0.17
C -5.5057 -0.3008 -2.9094 -1.24
C -4.9896 -1.6639 -2.3945 2.07
C -5.9446 -2.4612 -1.5130 -0.94
O -5.2993 -3.4311 -0.8028 -0.10
C -6.1707 -4.3642 -0.2552 -0.57
N -4.3844 -2.5359 -3.5195 -0.75
H -4.7985 0.1858 -3.5811 0.24
H -5.6013 0.3336 -2.0282 0.26
H -6.4621 -0.3550 -3.4294 0.40
H -4.1033 -1.5015 -1.7812 -1.16
H -6.7495 -2.8827 -2.1151 0.40
H -6.3718 -1.7728 -0.7838 0.30
H -6.7360 -3.7764 0.4681 0.37
H -5.5656 -5.1015 0.2724 -0.13
H -6.7286 -4.9962 -0.9462 0.32
H -4.4074 -3.4656 -3.1255 0.23
H -5.1108 -2.4945 -4.2200 0.31
C -2.1402 4.4286 1.0043 -1.15
C -2.9122 5.1524 2.0979 0.33
C -3.9140 4.3117 2.8158 -0.29
O -4.7949 3.8009 1.7718 -0.26
C -5.6578 4.7871 1.1201 -1.03
N -1.8898 5.6650 3.0012 -0.77
H -2.8181 4.2580 0.1680 0.43
H -1.9016 3.3829 1.1986 -0.07
H -1.3843 5.1119 0.6172 0.52
H -3.3966 6.0191 1.6481 0.30
H -4.4681 4.8444 3.5886 0.44
H -3.4714 3.4543 3.3229 -0.08
H -5.0963 5.4803 0.4938 0.35
H -6.3632 5.3811 1.7012 0.35
H -6.2598 4.2700 0.3729 0.30
H -1.3966 4.8151 3.2348 0.24
H -2.4091 5.9634 3.8144 0.29
C -5.2253 0.3534 1.2352 -0.16
C -5.2791 0.4300 2.7787 0.13
C -3.8615 0.4795 3.3739 1.13
O -3.9180 0.8065 4.8210 -0.57
C -2.6613 0.9421 5.3728 -0.03
N -5.9942 1.6122 3.1468 -0.78
H -4.6774 1.2048 0.8313 0.12
H -6.1754 0.0975 0.7665 0.39
H -4.6162 -0.5318 1.0521 -0.42
H -5.7474 -0.5064 3.0818 0.33
H -3.4228 1.2390 2.7269 -0.48
H -3.2252 -0.3952 3.2393 -0.11
H -2.1027 1.7904 4.9774 0.12
H -2.1320 -0.0014 5.2399 -0.32
H -2.7424 1.2361 6.4193 0.36
H -5.5547 1.8600 4.0218 0.43
H -5.5318 2.2468 2.5115 0.02
C 7.0591 0.5658 -4.1556 -1.50
C 6.9199 -0.9199 -3.7177 0.54
C 6.0534 -1.0324 -2.4259 -0.46
O 6.2237 -2.3717 -1.9387 -0.27
C 7.1311 -2.4646 -0.8291 -0.85
N 6.1906 -1.5861 -4.7944 -0.71
H 7.5748 0.6302 -5.1137 0.45
H 7.6895 1.1185 -3.4590 0.37
H 6.0530 0.9852 -4.1521 0.27
H 7.9304 -1.1674 -3.3926 0.29
H 5.0386 -0.7483 -2.7045 -0.04
H 6.3759 -0.2909 -1.6950 0.50
H 7.3250 -3.5192 -0.6329 0.24
H 6.7156 -2.0665 0.0966 0.31
H 8.1486 -2.1107 -0.9952 0.37
H 5.3508 -1.0923 -5.0607 0.23
H 6.7715 -1.4195 -5.6036 0.31
C -2.2298 1.6392 -5.0886 -1.46
C -0.8359 1.8203 -5.7841 0.32
C -0.4874 3.2952 -5.9865 -0.64
O 0.8039 3.2911 -6.5250 -0.35
C 1.1763 4.6542 -6.8713 -0.85
N 0.0352 1.1587 -4.8996 0.07
H -3.1163 1.9607 -5.6352 0.46
H -2.0940 2.1926 -4.1594 0.34
H -2.3525 0.6409 -4.6684 0.34
H -0.9867 1.4132 -6.7839 0.38
H -0.3273 3.8442 -5.0587 0.22
H -1.4031 3.7084 -6.4094 0.44
H 1.2666 5.4343 -6.1154 0.32
H 0.5917 4.9669 -7.7365 0.36
H 2.1293 4.6036 -7.3978 0.30
H 0.9148 1.6308 -5.0532 0.33
H -0.1729 1.6852 -4.0631 -0.51
C -1.7946 -5.5326 -2.6532 0.05
C -0.3717 -5.5909 -1.9539 -0.14
O 0.3102 -6.8211 -2.2741 -0.57
O -2.7760 -6.3627 -1.9771 -0.50
H -1.8768 -5.7571 -3.7167 0.30
H -2.1418 -4.5000 -2.6168 -0.10
H -0.4184 -5.6385 -0.8660 0.27
H 0.1201 -4.6756 -2.2833 0.18
H -0.1411 -7.4574 -1.7146 0.38
H -2.5140 -7.2583 -1.7515 0.27
C 3.3667 -3.0028 -0.5990 1.72
C 3.6052 -4.4901 -0.2526 -0.89
O 4.7032 -5.0519 -0.9907 -0.53
O 3.0167 -2.7998 -1.8951 -0.72
H 4.1180 -2.4124 -0.0744 -0.08
H 2.4817 -2.6970 -0.0410 -0.79
H 2.7545 -5.0538 -0.6356 0.13
H 3.6028 -4.7172 0.8135 0.40
H 5.4993 -5.0478 -0.4541 0.30
H 2.2983 -2.1705 -1.7974 0.34
C 1.1549 -2.5041 5.0209 -0.36
C -0.2890 -2.6065 5.4518 1.14
O -0.4082 -2.7212 6.8602 -0.64
O 1.5451 -1.1706 5.4060 -0.44
H 1.3529 -2.6158 3.9549 0.04
H 1.6941 -3.3360 5.4742 0.39
H -0.7091 -3.5677 5.1557 0.18
H -0.8936 -1.7411 5.1805 -0.86
H -1.0774 -3.3494 7.1416 0.35
H 1.7296 -1.2167 6.3469 0.29
```